Run 1
The following is a DFT calculation (wB97M-V/def2-TZVPD) of an isolated molecule of C2H3N3O.

Atoms and positions in Å:
N: 0.75 -0.63 0.99
C: -0.25 0.29 0.75
C: -0.47 0.64 -0.67
N: -0.40 -0.25 -1.61
N: -0.37 -1.03 -2.44
O: -0.93 0.77 1.63
H: 0.95 -0.76 1.98
H: 1.56 -0.63 0.39
H: -0.92 1.59 -0.94

As for the HOMO energy: -9.1 eV. The calculation puts the frontier orbital gap at 9.548 eV.

Löwdin population analysis, charges in e, atoms 1 to 2: 0.140, -0.559

=====

Run 2
The following is a DFT calculation (wB97M-V/def2-TZVPD) of an isolated molecule of C2H3N3O.

Atoms and positions in Å:
O: 1.92 0.05 -0.20
N: 0.57 0.09 0.20
C: -0.08 -1.00 -0.01
N: -1.39 -0.83 -0.01
N: -1.53 0.54 -0.11
C: -0.29 1.14 0.12
H: 2.58 -0.18 0.49
H: 0.72 -1.91 0.02
H: -0.02 2.17 -0.18

As for the HOMO energy: -9.9 eV. The SMILES is On1cnnc1. The calculation puts the frontier orbital gap at 10.133 eV.

Löwdin population analysis, charges in e, atoms 1 to 2: 0.019, -0.165

=====

Most stable = run 1

=====

Run 1
The following is a DFT calculation (wB97M-V/def2-TZVPD) of an isolated molecule of C2H3N3O.

Atoms and positions in Å:
O: -0.31 1.46 1.24
C: 0.09 0.44 0.47
N: -0.48 0.42 -0.74
C: -0.21 -0.75 -1.32
N: 0.61 -1.61 -0.82
N: 0.90 -0.48 0.87
H: -0.96 1.90 0.66
H: -0.79 -0.99 -2.23
H: 1.15 -0.39 1.87

As for the HOMO energy: -9.8 eV. The calculation puts the frontier orbital gap at 8.544 eV.

Löwdin population analysis, charges in e, atoms 1 to 2: 0.093, -0.597

=====

Run 2
The following is a DFT calculation (wB97M-V/def2-TZVPD) of an isolated molecule of C2H3N3O.

Atoms and positions in Å:
H: 0.87 1.15 -0.01
N: -0.11 1.39 -0.12
C: -0.48 0.14 -0.16
C: -1.91 -0.08 0.00
N: -3.16 -0.19 0.10
N: 0.48 -0.75 -0.03
O: 1.78 -0.13 0.04
H: 0.65 -1.55 -0.84
H: 1.87 0.02 1.02

As for the HOMO energy: -10.3 eV. The SMILES is [H]/N=C(/C#N)NO. The calculation puts the frontier orbital gap at 10.317 eV.

Löwdin population analysis, charges in e, atoms 1 to 2: 0.001, 0.175

=====

Run 3
The following is a DFT calculation (wB97M-V/def2-TZVPD) of a structure of composition C2H3N3O.

Atoms and positions in Å:
N: -1.35 0.40 -1.03
C: -0.19 0.17 -0.38
N: 0.47 -0.94 -0.30
C: 1.31 -0.61 0.72
N: 1.21 0.59 1.21
O: 0.23 1.16 0.40
H: -1.81 -0.45 -1.33
H: -1.88 1.02 -0.42
H: 2.01 -1.33 1.13

As for the HOMO energy: -9.7 eV. The calculation puts the frontier orbital gap at 10.426 eV.

Löwdin population analysis, charges in e, atoms 1 to 2: 0.165, -0.525

=====

Run 4
The following is a DFT calculation (wB97M-V/def2-TZVPD) of an isolated molecule of C2H3N3O.

Atoms and positions in Å:
O: -0.98 1.18 1.50
C: 0.13 -0.73 1.06
N: 0.84 -1.32 0.13
N: 0.66 -0.60 -1.01
C: -0.14 0.46 -0.84
N: -0.47 0.37 0.47
H: -0.71 0.54 2.23
H: 1.08 -0.97 -1.86
H: -0.41 1.08 -1.69

As for the HOMO energy: -9.0 eV. The calculation puts the frontier orbital gap at 9.606 eV.

Löwdin population analysis, charges in e, atoms 1 to 2: -0.015, -0.162

=====

Most stable = run 3

=====

Run 1
The following is a DFT calculation (wB97M-V/def2-TZVPD) of a cluster of 2 separate species, C2H3N3O in total.

Atoms and positions in Å:
C: -1.25 0.50 -0.48
N: -1.97 -0.34 -1.00
N: -0.32 -0.35 -1.05
H: -1.24 1.32 0.32
H: -0.06 -0.15 -2.06
C: 1.25 -0.40 0.85
N: 0.61 -0.61 1.91
O: 1.23 0.75 1.49
H: 1.75 -0.74 0.02

As for the HOMO energy: -9.3 eV. The SMILES is C1=NN1.C1=NO1. The calculation puts the frontier orbital gap at 10.097 eV.

Löwdin population analysis, charges in e, atoms 1 to 2: -0.316, 0.169

=====

Run 2
The following is a DFT calculation (wB97M-V/def2-TZVPD) of an isolated molecule of C2H3N3O.

Atoms and positions in Å:
H: -2.42 0.51 0.29
N: -1.93 -0.41 0.00
C: -0.71 -0.29 -0.11
N: 0.31 -1.37 -0.16
C: 1.41 -0.71 0.02
O: 1.35 0.63 -0.04
N: -0.03 0.90 -0.10
H: 2.44 -1.13 0.25
H: -0.44 1.86 -0.14

As for the HOMO energy: -9.1 eV. The SMILES is [H]/N=c1/nco[nH]1. The calculation puts the frontier orbital gap at 9.736 eV.

Löwdin population analysis, charges in e, atoms 1 to 2: 0.089, 0.105

=====

Most stable = run 2

=====

Run 1
The following is a DFT calculation (wB97M-V/def2-TZVPD) of an isolated molecule of C2H3N3O.

Atoms and positions in Å:
H: -0.44 1.37 2.44
N: -0.23 1.63 1.44
C: -0.16 0.62 0.72
N: -0.32 -0.71 0.72
C: -0.09 -1.26 -0.45
N: 0.33 -0.21 -1.26
O: 0.54 0.88 -0.49
H: -0.37 -2.22 -0.90
H: 0.72 -0.11 -2.22

As for the HOMO energy: -8.8 eV. The SMILES is [H]/N=c1\nc[nH]o1. The calculation puts the frontier orbital gap at 9.407 eV.

Löwdin population analysis, charges in e, atoms 1 to 2: 0.089, 0.137

=====

Run 2
The following is a DFT calculation (wB97M-V/def2-TZVPD) of a cluster of 2 separate species, C2H3N3O in total.

Atoms and positions in Å:
C: -1.76 0.27 -0.25
N: -1.65 -0.97 -0.25
N: -0.71 -0.05 -1.13
H: -2.02 1.22 0.21
H: -1.17 -0.07 -2.04
C: 1.62 -0.08 0.71
N: 1.70 0.52 1.79
O: 2.80 -0.45 1.18
H: 1.18 -0.39 -0.22

As for the HOMO energy: -9.4 eV. The SMILES is C1=NN1.C1=NO1. The calculation puts the frontier orbital gap at 9.657 eV.

Löwdin population analysis, charges in e, atoms 1 to 2: -0.221, 0.134

=====

Most stable = run 1

=====

Run 1
The following is a DFT calculation (wB97M-V/def2-TZVPD) of an isolated molecule of C2H3N3O.

Atoms and positions in Å:
H: 2.40 0.57 -0.03
N: 2.05 -0.38 -0.05
C: 0.79 -0.26 0.00
N: -0.25 -1.33 0.07
C: -1.35 -0.77 0.00
O: -1.43 0.55 -0.07
N: -0.02 0.93 0.09
H: -2.36 -1.27 -0.07
H: 0.16 1.96 0.06

As for the HOMO energy: -9.4 eV. The SMILES is [H]/N=c1/nco[nH]1. The calculation puts the frontier orbital gap at 10.047 eV.

Löwdin population analysis, charges in e, atoms 1 to 2: 0.043, 0.121

=====

Run 2
The following is a DFT calculation (wB97M-V/def2-TZVPD) of an isolated molecule of C2H3N3O.

Atoms and positions in Å:
O: -1.99 -0.22 -0.22
C: -0.65 -0.12 -0.07
C: 0.08 1.08 -0.22
N: 1.35 0.81 0.00
N: 1.38 -0.49 0.21
N: 0.18 -1.11 0.22
H: -2.30 -1.12 -0.05
H: -0.26 2.07 -0.48
H: 2.21 -0.91 0.60

As for the HOMO energy: -9.4 eV. The SMILES is Oc1cn[nH]n1. The calculation puts the frontier orbital gap at 10.338 eV.

Löwdin population analysis, charges in e, atoms 1 to 2: 0.069, -0.416

=====

Most stable = run 2

=====

Run 1
The following is a DFT calculation (wB97M-V/def2-TZVPD) of an isolated molecule of C2H3N3O.

Atoms and positions in Å:
O: 0.99 1.18 -1.18
N: 0.29 0.30 -0.40
C: 0.83 -0.22 0.72
N: -0.11 -1.02 1.23
C: -1.23 -0.76 0.43
N: -0.99 0.07 -0.56
H: 0.57 2.08 -1.17
H: 1.84 -0.04 1.15
H: -2.25 -1.12 0.67

As for the HOMO energy: -10.1 eV. The SMILES is On1cncn1. The calculation puts the frontier orbital gap at 10.757 eV.

Löwdin population analysis, charges in e, atoms 1 to 2: 0.038, -0.244

=====

Run 2
The following is a DFT calculation (wB97M-V/def2-TZVPD) of an isolated molecule of C2H3N3O.

Atoms and positions in Å:
O: -0.45 1.24 1.53
C: 0.00 0.47 0.54
C: -0.76 -0.37 -0.25
N: 0.09 -0.91 -1.12
N: 1.51 -0.31 -0.83
N: 1.29 0.44 0.14
H: 0.28 1.56 2.04
H: -1.81 -0.57 -0.22
H: -0.15 -1.55 -1.84

As for the HOMO energy: -8.5 eV. The SMILES is Oc1c[nH]nn1. The calculation puts the frontier orbital gap at 9.458 eV.

Löwdin population analysis, charges in e, atoms 1 to 2: 0.075, -0.428

=====

Most stable = run 2